No. 1
ORCA calculation (ωB97M-V with the def2-TZVPD basis set) on C30H26ClF3IrO2SbSe3Te as an isolated structure in a non-equilibrium geometry.

XYZ file:
```
68
Properties=species:S:1:pos:R:3:mulliken_spin:R:1
Ir 0.5424 0.3879 2.4128 0.03
Se 2.0547 -1.4436 2.8561 0.37
Se 1.2725 -2.7772 4.4545 0.57
Te -0.9847 -0.7812 6.0374 0.03
Se -0.4146 1.2922 4.9130 -0.01
Cl -6.6102 2.1460 2.2693 0.00
C -4.8807 1.9991 2.1648 0.00
C -4.1151 3.1622 2.0655 0.00
C -2.7524 3.0592 1.9284 0.00
C -2.0929 1.8136 1.8817 -0.01
O -0.8264 1.8048 1.6468 0.01
C -2.8934 0.6289 2.0707 0.00
C -2.3274 -0.6614 2.1310 0.00
O -1.1065 -0.9792 2.0298 0.01
C -4.2967 0.7630 2.1832 0.00
H -4.5953 4.1268 2.1094 0.00
H -2.1401 3.9422 1.8208 0.00
H -3.0387 -1.4889 2.2654 0.00
H -4.8979 -0.1287 2.2808 0.00
C 1.9601 3.1092 0.6794 0.00
C 2.9093 2.2166 1.4915 -0.01
C 4.0510 3.0570 2.0818 0.00
C 3.5331 1.1601 0.5625 0.00
C 2.1373 1.5520 2.5951 0.01
H 2.5124 3.7314 -0.0242 0.00
H 1.3846 3.7425 1.3498 0.00
H 1.2563 2.4841 0.1298 0.00
H 4.6251 3.5360 1.2882 0.00
H 4.7204 2.4168 2.6536 0.00
H 3.6612 3.8284 2.7419 0.00
H 4.2089 1.6325 -0.1502 0.00
H 2.7540 0.6330 0.0050 0.00
H 4.0947 0.4342 1.1518 0.00
H 2.6438 1.6599 3.5614 0.00
F -5.1216 -2.4389 -3.5790 0.00
C -4.0415 -2.0026 -2.8827 0.00
C -4.1986 -0.9925 -1.9551 0.00
C -3.0815 -0.5367 -1.2732 0.00
C -1.8320 -1.0870 -1.5059 0.00
C -1.7081 -2.1105 -2.4341 0.00
C -2.8081 -2.5758 -3.1319 0.00
Sb -0.0480 -0.3047 -0.5367 0.00
C 0.8284 0.1508 -2.4927 0.00
C 0.6907 1.4767 -2.8775 0.00
C 1.2279 1.9447 -4.0621 0.00
C 1.9244 1.0500 -4.8523 0.00
F 2.4799 1.4939 -6.0086 0.00
C 2.0831 -0.2773 -4.5028 0.00
C 1.5264 -0.7170 -3.3132 0.00
C 0.8022 -2.2797 -0.3296 0.01
C 0.0098 -3.3253 0.1202 -0.01
C 0.5492 -4.5781 0.3496 -0.01
C 1.8958 -4.7680 0.1073 0.00
F 2.4350 -5.9916 0.3218 0.00
C 2.7119 -3.7470 -0.3391 0.00
C 2.1573 -2.4939 -0.5320 0.02
H -5.1758 -0.5729 -1.7767 0.00
H -3.1972 0.2586 -0.5511 0.00
H -0.7377 -2.5485 -2.6216 0.00
H -2.7205 -3.3684 -3.8600 0.00
H 0.1453 2.1584 -2.2362 0.00
H 1.1229 2.9756 -4.3688 0.00
H 2.6360 -0.9448 -5.1491 0.00
H 1.6402 -1.7532 -3.0282 0.00
H -1.0386 -3.1543 0.3155 0.01
H -0.0586 -5.3945 0.7082 0.00
H 3.7590 -3.9316 -0.5245 0.00
H 2.7934 -1.6731 -0.8369 -0.01
```

As for the expectation value of S²: 0.77. Its largest force on an atom is 3.7 eV/A. The calculation puts the lowest unoccupied orbital energy (alpha / beta) at 1.5 / 1.2 eV. As for the HOMO-LUMO gap (alpha / beta): 4.93 / 4.75 eV. Its energy relative to the best compared isomer or geometry (same formula, charge and spin) is 43.7 kcal per mole. The HOMO energy (alpha / beta) is -3.456 / -3.510 eV. Its total charge is -1. The spin multiplicity is 2.

No. 2
ORCA calculation (ωB97M-V with the def2-TZVPD basis set) on C32H41N3OPb as an isolated structure in a non-equilibrium geometry.

XYZ file:
```
78
Properties=species:S:1:pos:R:3:mulliken_charge:R:1
Pb 0.1345 -0.3078 0.4784 0.40
N 1.1588 -3.3723 3.5160 -0.51
N 0.1512 -2.8061 -1.2728 -0.05
C 1.5593 2.4101 0.4184 0.41
C 2.5898 1.4545 0.7034 0.10
C 2.4520 1.0568 2.0747 0.37
C 3.2080 -0.0269 2.7639 -1.26
H 4.1729 -0.1833 2.2521 0.40
H 2.6609 -0.9954 2.7793 0.17
H 3.4062 0.2545 3.8152 0.44
C 1.3581 1.7818 2.6319 0.80
C 0.8428 1.6251 4.0135 -1.60
H 1.3280 2.3378 4.7032 0.27
H 1.0427 0.6106 4.3921 0.31
H -0.2442 1.7952 4.0601 0.36
C 0.8092 2.6201 1.6185 0.32
C -0.4185 3.4473 1.7680 -1.34
H -1.2478 2.8474 2.2190 0.05
H -0.7545 3.8062 0.7760 0.39
H -0.2334 4.3304 2.4224 0.26
C 3.5774 0.9099 -0.2687 -1.05
H 4.4931 1.5314 -0.2744 0.31
H 3.1873 0.9019 -1.3012 -0.09
H 3.8722 -0.1172 -0.0026 0.37
C 1.2492 2.9628 -0.9301 -0.98
H 0.1824 3.2234 -1.0152 0.21
H 1.4696 2.2319 -1.7305 -0.13
H 1.8406 3.8753 -1.1355 0.28
C 0.2510 -3.7972 4.4079 -0.33
H 0.5197 -3.6659 5.4716 0.29
C -0.9802 -4.3975 4.0665 -0.42
H -1.6075 -4.7958 4.8520 0.33
C -1.3415 -4.4880 2.7157 -0.39
H -2.2462 -5.0294 2.3689 0.35
C -0.5467 -3.8586 1.7634 -0.04
H -0.7608 -3.7717 0.6592 0.21
C 0.6902 -3.0960 2.1973 -0.20
C 1.2799 -1.8637 1.6192 -0.24
H 2.2583 -2.2608 0.8204 -0.20
C -0.3478 -1.6305 -1.6705 -1.01
C 1.1792 -3.1958 -2.1930 -1.02
H 2.0024 -3.9213 -1.9220 0.27
C 0.9419 -2.5004 -3.3804 -0.38
H 1.2622 -2.7928 -4.3774 0.69
N 0.0518 -1.3933 -3.0357 0.21
C -0.0258 -0.1333 -3.6658 0.39
C 1.0892 0.3264 -4.4255 1.21
C 0.9748 1.5361 -5.0626 -0.95
H 1.8020 1.8688 -5.7073 0.17
C -0.1483 2.3672 -4.9416 0.72
C -0.3336 3.5612 -5.8335 -1.45
H -0.8779 4.3857 -5.3315 0.35
H -0.9332 3.2764 -6.7234 0.26
H 0.6296 3.9554 -6.2117 0.34
C -1.1125 2.0023 -3.9910 -0.67
H -1.9326 2.7234 -3.7763 0.22
C -1.0978 0.7715 -3.3859 1.28
C -2.1633 0.4422 -2.3931 -1.64
H -2.3700 -0.6177 -2.2865 0.40
H -3.0781 0.9586 -2.7016 0.58
H -1.9103 0.8460 -1.4042 -0.02
C 2.3991 -0.3800 -4.3971 -1.55
H 2.3684 -1.4019 -4.7641 0.34
H 2.8758 -0.3469 -3.4105 0.12
H 3.0373 0.1887 -5.0781 0.41
C -4.5262 -0.5028 2.1116 -0.59
C -3.8526 -1.3538 3.2066 -0.49
C -2.4300 -0.7637 3.2348 -0.19
O -2.1099 -0.3423 1.8583 0.14
C -3.3811 -0.0010 1.2113 -0.29
H -5.3026 -1.0582 1.5697 0.33
H -4.9824 0.3882 2.5795 0.27
H -3.8089 -2.4259 2.9134 0.20
H -4.3796 -1.2924 4.1728 0.37
H -2.3616 0.1124 3.9249 0.28
H -1.6857 -1.5104 3.5365 -0.17
H -3.3796 -0.4253 0.1895 0.09
H -3.4459 1.0984 1.1442 0.25
```

Its largest force on an atom is 4.2 eV/A. The calculation puts the lowest unoccupied orbital energy (alpha / beta) at 4.4 / 4.4 eV. As for the HOMO-LUMO gap (alpha / beta): 3.49 / 3.49 eV. The HOMO energy (alpha / beta) is 0.937 / 0.936 eV. Its total charge is -2. The spin multiplicity is 1.

No. 3
ORCA calculation (ωB97M-V with the def2-TZVPD basis set) on C6H8F2N11ReS as an isolated structure in a non-equilibrium geometry.

XYZ file:
```
29
Properties=species:S:1:pos:R:3:mulliken_spin:R:1
Re -1.0624 -0.8273 -0.9324 1.09
N -1.2730 -3.1149 1.7211 -0.01
C -1.0148 -1.8116 1.9993 0.01
N -0.8444 -1.2854 3.1930 -0.01
N -0.6330 0.0118 2.9992 0.03
N -0.7006 0.3185 1.7546 -0.01
N -0.9196 -0.8237 1.0581 0.00
C -1.6046 -3.5362 0.4772 0.00
N -2.0296 -4.7182 0.0994 0.02
N -2.2422 -4.6257 -1.2192 -0.03
N -1.9817 -3.4506 -1.6664 0.02
N -1.5485 -2.7117 -0.6132 -0.06
H -1.2522 -3.7776 2.4846 0.00
F 1.3429 -2.2655 -0.2974 0.00
C 0.9573 -1.3949 -1.2561 -0.05
F 1.7204 -0.2676 -1.1194 0.00
H 1.1600 -1.8435 -2.2333 0.01
S -1.1310 1.3136 -1.8482 -0.03
C 0.0878 2.2790 -1.0735 0.00
N 0.3197 2.3239 0.2147 0.01
C 1.3735 3.2932 0.5360 0.00
C 1.8639 3.7343 -0.8607 0.00
N 0.8754 3.1026 -1.7429 0.00
H -0.1816 1.7586 0.9101 0.00
H 2.1602 2.8219 1.1204 0.00
H 0.9574 4.1201 1.1099 0.00
H 2.8619 3.3589 -1.0847 0.00
H 1.8628 4.8142 -0.9863 0.00
H 0.8762 3.2036 -2.7438 0.00
```

As for the expectation value of S²: 0.77. Its largest force on an atom is 1.5 eV/A. The calculation puts the lowest unoccupied orbital energy (alpha / beta) at -6.8 / -6.3 eV. As for the HOMO-LUMO gap (alpha / beta): 5.90 / 6.36 eV. The HOMO energy (alpha / beta) is -12.709 / -12.706 eV. Its total charge is +1. The spin multiplicity is 2.

Look up the total charge of the second one. -2

Which value of total charge does entry 1 give? -1